Here is a cluster of 7 separate species, H14O6S2 in total in a non-equilibrium geometry from OMol25. Energies are from ωB97M-V with the def2-TZVPD basis set.

Positions of all 22 atoms, in Å:
S -0.4234 -1.5038 -3.0170
S -2.3058 -0.9868 -2.6289
H -0.0362 -2.4363 -2.1263
H -2.1366 0.2204 -2.0471
O 0.6792 2.5594 0.1014
H 1.6372 2.6399 0.0186
H 0.3740 3.4024 -0.2603
O -1.7313 1.8267 -0.6006
H -1.5222 2.0984 0.3016
H -0.8316 1.6129 -0.8854
O 1.6774 -3.4598 -1.1049
H 1.1222 -3.2141 -0.3659
H 2.5759 -3.7482 -0.9653
O 2.5044 0.9118 1.0952
H 1.7407 0.3203 1.1532
H 2.1535 1.6269 1.6451
O 1.7429 -2.3834 2.3811
H 2.2304 -1.6546 2.7813
H 2.2321 -3.1584 2.6779
O -4.0033 1.9073 0.9347
H -4.4315 2.0847 0.0971
H -3.2479 1.3342 0.8147

Output
SMILES: SS.O.O.O.O.O.O
energy relative to the best compared isomer or geometry (same formula, charge and spin): 152.5 kJ/mol
E_HOMO: -8.9 eV
total energy: -34182.0425 eV
HOMO-LUMO gap: 9.0 eV
2S+1: 1
total charge: 0
LUMO energy: 0.108 eV

Mulliken atomic charge list, values in e, 8 entries: atom 1 (S): -0.16, atom 2 (S): -0.14, atom 3 (H): 0.14, atom 4 (H): 0.13, atom 5 (O): -0.65, atom 6 (H): 0.34, atom 7 (H): 0.29, atom 8 (O): -0.68